No. 1
The following is a quantum chemistry calculation of a structure of composition C5H20FN10O5Ti in a non-equilibrium geometry, from OMol25.

Last column: Löwdin spin population.
CARTESIAN COORDINATES (ANGSTROEM)
1 Ti -0.61246 0.07589 0.06245  2.3968
2 F -0.77136 2.38311 -0.15877  0.0346
3 C -2.77717 0.32935 2.25059  0.0262
4 O -2.23671 -0.73367 1.91737  0.0351
5 N -2.01255 1.21861 2.92566  0.0250
6 N -3.95492 0.81397 1.85256  0.0096
7 H -2.43688 2.09045 3.19960  0.0057
8 H -1.10236 1.01900 3.29336  0.0066
9 H -4.58879 0.15936 1.42163  0.0015
10 H -4.39503 1.68636 2.08292  0.0027
11 C -2.26390 -0.74568 -2.86150  0.0136
12 O -2.19668 -0.48666 -1.62716  0.0352
13 N -1.17685 -0.80247 -3.62429  0.0041
14 N -3.39938 -1.00989 -3.49884  0.0035
15 H -0.34856 -0.65734 -3.05438  0.0015
16 H -1.16294 -0.95152 -4.61487  0.0008
17 H -4.27106 -0.96676 -3.00040  0.0006
18 H -3.36015 -1.30878 -4.45536  0.0005
19 C 1.28665 -3.01027 0.34007  0.0214
20 O 0.09154 -2.86610 0.60125  0.0223
21 N 2.14928 -1.96334 0.22621  0.0338
22 N 1.91193 -4.15009 0.03126  0.0083
23 H 3.14254 -2.11030 0.28490  0.0129
24 H 1.71222 -1.05643 0.32097  0.0179
25 H 2.89188 -4.18217 -0.17884  0.0050
26 H 1.40180 -5.00312 -0.12723  0.0013
27 C 1.77990 0.77129 -2.02570  0.0428
28 O 0.77236 0.07856 -1.91976  0.0388
29 N 3.06597 0.39067 -2.26000  0.0141
30 N 1.76479 2.10205 -1.64862  0.0150
31 H 3.68027 1.17680 -2.31479  0.0045
32 H 3.37576 -0.50968 -1.92906  0.0079
33 H 0.94874 2.38987 -1.10816  0.0024
34 H 2.65183 2.55301 -1.55518  0.0064
35 C 1.37257 1.34704 2.24592  0.0350
36 O 1.37322 0.62870 1.23719  0.0566
37 N 0.63979 2.50307 2.25075  0.0136
38 N 2.05000 1.14225 3.36985  0.0134
39 H 0.58499 3.02817 3.10477  0.0078
40 H 0.03564 2.54127 1.41776  0.0025
41 H 2.66171 0.34510 3.41875  0.0048
42 H 1.72237 1.74031 4.10713  0.0081

The calculation puts the energy above the lowest of the compared OMol25 structures with the same formula, charge and spin at 11.5 kcal per mole. Its multiplicity is 4.

No. 2
The following is a quantum chemistry calculation of a structure of composition C5H20FN10O5Tl in a non-equilibrium geometry, from OMol25.

Last column: Mulliken charge in e.
CARTESIAN COORDINATES (ANGSTROEM)
1 Tl -2.08710 -2.18547 -2.11679  1.0055
2 F -0.45580 -0.18092 -0.66416  -0.7940
3 C 1.58002 1.38052 2.20603  0.4293
4 O 2.17666 1.62496 3.22054  -0.5313
5 N 0.85216 0.19318 2.06049  -0.1269
6 N 1.38382 2.21644 1.12415  -0.1303
7 H 0.77220 -0.33701 2.92127  0.2576
8 H 0.30222 0.08584 1.19405  0.0825
9 H 0.96370 1.97652 0.24536  0.1383
10 H 1.87117 3.10387 1.17800  0.2515
11 C 1.52036 -0.89216 -3.31953  0.5594
12 O 0.94543 -1.86194 -2.76421  -0.5401
13 N 2.20525 -0.96761 -4.49328  -0.4127
14 N 1.68399 0.27952 -2.61434  -0.2949
15 H 2.20664 -1.88391 -4.91647  0.2732
16 H 2.95325 -0.34171 -4.72894  0.2072
17 H 2.20388 1.04151 -3.01438  0.2415
18 H 1.03868 0.36076 -1.84034  0.2849
19 C -0.88297 3.77925 -1.20207  0.6212
20 O -0.40182 3.97154 -2.31524  -0.5167
21 N -1.11507 2.48136 -0.77098  -0.1808
22 N -1.19885 4.77885 -0.30709  -0.3979
23 H -0.84345 1.64724 -1.27224  0.0786
24 H -1.32885 2.40177 0.20921  0.2280
25 H -1.80402 4.49284 0.44071  0.2133
26 H -1.34389 5.63111 -0.83796  0.2991
27 C 0.83326 -3.17641 0.53043  0.5847
28 O -0.33214 -3.38495 0.16630  -0.4364
29 N 1.44860 -3.88450 1.51395  -0.3578
30 N 1.56568 -2.15060 -0.06956  -0.0345
31 H 0.89321 -4.67227 1.81140  0.2916
32 H 2.37151 -3.62923 1.81230  0.2061
33 H 0.98466 -1.54786 -0.66570  -0.0842
34 H 2.31644 -1.73044 0.46800  0.3119
35 C -2.96515 -1.33212 1.69633  0.4663
36 O -3.23963 -1.69415 0.53490  -0.4882
37 N -1.92408 -0.44542 1.89744  -0.1728
38 N -3.68780 -1.69927 2.78887  -0.3878
39 H -1.79777 0.16171 2.68987  0.2561
40 H -1.55041 -0.15844 0.98778  0.1070
41 H -3.56400 -1.30366 3.70116  0.2124
42 H -4.54997 -2.14874 2.51474  0.2801

The net charge is +2. The calculation puts the energy above the lowest of the compared OMol25 structures with the same formula, charge and spin at 45.9 kcal per mole. Its multiplicity is 1.

No. 3
The following is a quantum chemistry calculation of a structure of composition C5H20FeN10O9S in a non-equilibrium geometry, from OMol25.

Last column: Löwdin spin population.
CARTESIAN COORDINATES (ANGSTROEM)
1 Fe 18.86711 -9.08439 -7.94724  4.4291
2 S 15.60308 -8.65544 -7.30208  0.0102
3 O 15.06200 -9.65468 -6.34545  0.0288
4 O 16.88195 -9.13267 -7.80960  0.1844
5 O 14.65303 -8.27175 -8.33245  0.0250
6 O 15.86457 -7.35917 -6.69306  0.0220
7 C 18.67635 -11.24295 -5.49660  0.0062
8 O 18.70900 -10.98235 -6.65317  0.0315
9 N 19.68138 -11.87165 -4.82688  0.0043
10 N 17.70197 -10.96232 -4.65698  0.0029
11 H 19.34288 -12.20078 -3.93831  0.0003
12 H 20.55860 -12.16733 -5.22104  0.0019
13 H 16.89906 -10.49575 -5.06431  -0.0001
14 H 17.75544 -11.18396 -3.67805  0.0003
15 C 22.04629 -8.94764 -8.28844  0.0535
16 O 20.81428 -9.17537 -8.40273  0.0923
17 N 22.69088 -8.66801 -9.41877  0.0825
18 N 22.73810 -8.76938 -7.20204  0.0178
19 H 23.67709 -8.48607 -9.30712  0.0220
20 H 22.23414 -8.63115 -10.32268  0.1100
21 H 23.74090 -8.80553 -7.30414  0.0110
22 H 22.38110 -9.00271 -6.28802  0.0046
23 C 18.51939 -11.13127 -10.59259  0.5842
24 O 18.58719 -10.52070 -9.49616  0.3619
25 N 18.13463 -12.41436 -10.71458  0.3805
26 N 18.54104 -10.49462 -11.78428  0.7905
27 H 17.84141 -12.91482 -9.88747  0.0219
28 H 18.21401 -12.94452 -11.56840  0.0279
29 H 18.50558 -9.48486 -11.86748  0.0556
30 H 18.72829 -11.10292 -12.57232  0.0824
31 C 18.51717 -7.40583 -10.59628  0.0571
32 O 18.83844 -7.64886 -9.41871  0.0862
33 N 17.26856 -7.03114 -10.82695  0.0203
34 N 19.30488 -7.54305 -11.62353  0.1100
35 H 16.87824 -7.03432 -11.75545  0.0169
36 H 16.74272 -6.90563 -9.97245  0.0013
37 H 20.19067 -8.04174 -11.61782  0.1381
38 H 18.99276 -7.04821 -12.44786  0.0531
39 C 19.01191 -7.21514 -5.21311  0.0095
40 O 19.32632 -7.90695 -6.16941  0.0523
41 N 19.85199 -6.79710 -4.24481  0.0035
42 N 17.83914 -6.61824 -5.15908  0.0039
43 H 19.55780 -6.08539 -3.59837  0.0004
44 H 20.79662 -7.09833 -4.42704  0.0017
45 H 17.08427 -6.96026 -5.75619  0.0002
46 H 17.63761 -5.77479 -4.64730  0.0002

The calculation puts the energy above the lowest of the compared OMol25 structures with the same formula, charge and spin at 78.2 kcal per mole. Its multiplicity is 9.

No. 4
The following is a quantum chemistry calculation of a cluster of 6 separate species, C5H20IO5 in total, from OMol25.

Last column: Mulliken charge in e.
CARTESIAN COORDINATES (ANGSTROEM)
1 I 4.75269 -10.08877 11.23046  -0.4949
2 C 6.75964 -14.22580 11.26929  -0.4239
3 O 6.57978 -13.14327 12.16190  -0.4720
4 H 6.46288 -15.16648 11.74931  0.2303
5 H 6.17297 -14.11462 10.35475  0.1452
6 H 7.80978 -14.29807 10.97792  0.2087
7 H 5.82610 -12.62756 11.85099  0.1999
8 C 5.15500 -11.88793 7.24618  -0.4959
9 O 5.35323 -12.37335 8.56705  -0.3946
10 H 5.47895 -12.66880 6.56228  0.2596
11 H 4.10086 -11.64198 7.08949  0.2017
12 H 5.74134 -10.97852 7.07563  0.1710
13 H 5.05836 -11.68070 9.18090  0.1559
14 C 6.63151 -7.88090 8.68923  -0.4596
15 O 6.36246 -7.17039 9.87993  -0.4866
16 H 7.36154 -8.67747 8.87780  0.2590
17 H 5.72492 -8.34063 8.28152  0.1279
18 H 7.04864 -7.22856 7.92269  0.3133
19 H 5.98195 -7.81648 10.49414  0.1874
20 C 0.91529 -9.13070 12.71163  -0.2938
21 O 2.09662 -8.97601 13.47000  -0.4973
22 H 0.26579 -9.87735 13.18405  0.2200
23 H 0.37043 -8.18193 12.70416  0.2170
24 H 1.10993 -9.49414 11.70221  0.0278
25 H 2.85442 -9.07098 12.87747  0.2008
26 C 1.78554 -8.50502 8.55252  -0.5252
27 O 2.64575 -9.63233 8.39664  -0.3757
28 H 1.23841 -8.42111 7.61559  0.2379
29 H 1.05617 -8.69034 9.34708  0.1625
30 H 2.37935 -7.62160 8.78620  0.2574
31 H 3.28415 -9.63011 9.13059  0.1363

The net charge is -1. The calculation puts the energy above the lowest of the compared OMol25 structures with the same formula, charge and spin at 4.2 kcal per mole. Its multiplicity is 1.